# 1
{
  "formula": "C4H6BrNO",
  "method": "wB97M-V/def2-TZVPD",
  "total_charge": 0,
  "gap_ev": 10.28,
  "species": ["C", "C", "N", "C", "O", "C", "Br", "H", "H", "H", "H", "H", "H"],
  "positions_angstrom": [[1.054, -0.983, -0.908], [-0.132, -0.609, -0.146], [-0.900, 0.503, -0.671], [-0.811, 1.387, 0.342], [-1.123, 2.523, 0.531], [0.010, 0.435, 1.283], [-0.938, -0.032, 2.849], [0.974, -0.439, -1.921], [0.975, -2.024, -1.114], [1.985, -0.769, -0.466], [-0.791, -1.415, 0.357], [-1.329, 0.595, -1.650], [1.025, 0.827, 1.515]]
}

# 2
{
  "formula": "H4N4O",
  "method": "wB97M-V/def2-TZVPD",
  "total_charge": 0,
  "gap_ev": [7.35, 10.01],
  "spin_multiplicity": 3,
  "species": ["N", "N", "N", "N", "O", "H", "H", "H", "H"],
  "positions_angstrom": [[0.625, 0.198, 1.165], [1.323, 1.068, 0.791], [-1.144, -1.265, -0.278], [-0.884, 0.018, -0.344], [-0.045, 0.477, -1.382], [0.029, 1.394, -1.079], [2.040, 1.531, 1.285], [-1.448, -1.608, 0.640], [-0.496, -1.814, -0.798]]
}

In the order shown, the computed ΔE to the lowest compared entry with this formula, charge and spin values come out to 16.6; 22.5 kcal/mol.